# 1
C4H6O2 | the ωB97M-V functional and the def2-TZVPD basis

```
12
Properties=species:S:1:pos:R:3:lowdin_charge:R:1
O 1.38324 1.18619 1.08351 0.06
C 1.65425 0.49709 0.13079 -0.26
C 0.75974 -0.56427 -0.45043 -0.10
C -0.69295 -0.57386 0.01638 -0.29
C -1.55882 0.57632 0.31475 -0.11
O -1.73404 -0.18502 -0.87141 -0.04
H 2.65470 0.55138 -0.35199 0.12
H 1.27319 -1.49710 -0.14364 0.13
H 0.82918 -0.56609 -1.54610 0.13
H -0.96411 -1.47579 0.57282 0.14
H -2.31993 0.43179 1.08695 0.11
H -1.28447 1.61936 0.15836 0.12
```

Computed properties:
Energy above the lowest of the compared OMol25 structures with the same formula, charge and spin in kJ/mol: 205.46
F_max in eV/A: 0.54
Frontier orbital gap in eV: 10.996
E in eV: -8338.3317



# 2
C26H64N2O17 | the ωB97M-V functional and the def2-TZVPD basis

```
109
Properties=species:S:1:pos:R:3:lowdin_charge:R:1
C -0.92775 2.29799 -0.25192 0.00
C -0.11738 2.19876 1.08119 -0.43
O -0.24354 3.09860 1.87830 0.10
N 0.74743 1.08145 1.46325 -0.03
C 0.11684 -0.23330 1.16210 -0.03
C 2.07722 1.22728 0.87361 -0.47
O 2.51936 2.60877 1.13956 0.00
C 2.27436 1.10741 -0.68234 -0.03
C 3.87087 1.11657 -0.85793 -0.13
O 4.12761 -0.20673 -1.40096 0.00
C 4.27029 -0.18680 -2.78491 -0.41
O 5.35254 -0.45081 -3.24802 0.14
C 3.12869 0.12765 -3.78099 -0.10
C 2.98132 1.45652 -4.38642 0.00
C 1.89919 1.63898 -5.34406 -0.07
C 0.97697 0.58136 -5.74432 -0.06
C 1.14998 -0.72719 -5.09266 -0.08
C 2.21265 -0.97185 -4.12626 -0.02
C 4.34351 0.93119 0.66068 -0.36
O 5.42192 1.16961 1.12099 0.13
N 3.19568 0.44349 1.40248 0.16
H -1.96186 1.83641 -0.12418 0.08
H -0.40233 1.88172 -1.15006 0.07
H -1.11747 3.38406 -0.47160 0.09
H 0.41254 -0.68751 0.18258 0.09
H -1.00834 -0.05457 1.09794 0.08
H 0.32069 -0.93247 2.00815 0.09
H 2.35840 3.10735 0.31717 0.10
H 1.72244 1.84029 -1.32008 0.12
H 2.00033 0.07344 -1.01667 0.12
H 4.30189 2.01029 -1.36646 0.17
H 3.66569 2.29547 -4.13233 0.10
H 1.80008 2.63959 -5.82109 0.10
H 0.17400 0.73543 -6.50093 0.11
H 0.49237 -1.59280 -5.34908 0.10
H 2.34044 -1.97475 -3.65629 0.11
H 3.40783 0.56187 2.39573 0.15
C -2.57823 -1.83455 -3.06468 -0.15
O -1.34016 -1.47096 -2.47049 -0.13
H -3.37031 -1.69828 -2.32998 0.07
H -2.77702 -1.19791 -3.93120 0.08
H -2.55012 -2.88290 -3.37388 0.08
H -0.65491 -1.59916 -3.13807 0.04
C 2.88291 -4.84818 -5.76232 -0.15
O 1.82072 -4.15398 -5.11674 -0.14
H 3.25581 -4.23171 -6.57817 0.08
H 3.69210 -5.03399 -5.05201 0.08
H 2.51743 -5.79624 -6.16445 0.08
H 1.50656 -4.71629 -4.40001 0.08
C -1.45790 2.86871 -4.34407 -0.15
O -0.62402 3.61023 -5.22809 -0.13
H -0.94262 1.94949 -4.06848 0.06
H -1.65865 3.45373 -3.44268 0.07
H -2.39920 2.61935 -4.84116 0.08
H -1.09765 4.41688 -5.45837 0.08
C -3.71275 -1.11924 2.28677 -0.14
O -3.33172 -0.67359 0.98760 -0.15
H -2.95434 -0.80703 3.00112 0.06
H -4.67348 -0.67620 2.56342 0.07
H -3.78932 -2.20944 2.29594 0.08
H -4.01657 -0.96242 0.37568 0.07
C -5.59876 2.16270 0.72809 -0.16
O -4.23373 2.40068 0.41454 -0.14
H -5.97124 1.36904 0.08197 0.08
H -5.69221 1.85152 1.77185 0.08
H -6.18412 3.07009 0.55803 0.08
H -3.92608 3.10399 0.99791 0.08
C -2.15867 -1.28359 6.50422 -0.15
O -2.35305 -1.80470 5.18961 -0.14
H -2.85791 -0.46350 6.66285 0.08
H -2.34425 -2.06461 7.24279 0.05
H -1.13493 -0.91086 6.60399 0.08
H -1.72540 -2.52580 5.07368 0.08
C 7.49890 1.80526 -4.81646 -0.14
O 6.42026 2.48582 -4.18637 -0.15
H 7.88092 2.42136 -5.62956 0.07
H 8.29720 1.63008 -4.09150 0.08
H 7.14741 0.85333 -5.22033 0.08
H 6.10745 1.91487 -3.47493 0.05
C -4.38871 -2.73329 9.46304 -0.14
O -3.02069 -2.50092 9.13827 -0.15
H -4.77639 -3.51478 8.81123 0.09
H -4.46965 -3.05656 10.50330 0.06
H -4.96528 -1.81715 9.31160 0.08
H -2.70265 -1.80779 9.72735 0.09
C -4.08655 -5.96081 11.22558 -0.14
O -5.16246 -5.25268 11.83525 -0.14
H -3.70832 -5.37110 10.39261 0.07
H -3.28623 -6.11370 11.95349 0.08
H -4.44248 -6.92439 10.85408 0.08
H -5.48006 -5.79246 12.56762 0.08
C -8.73581 -6.50438 10.24662 -0.16
O -7.36944 -6.27354 9.93290 -0.14
H -9.11619 -7.28778 9.59297 0.08
H -8.83034 -6.82637 11.28749 0.07
H -9.31444 -5.59048 10.08786 0.08
H -7.05193 -5.57783 10.52336 0.05
C 6.61522 5.35515 -5.73692 -0.16
O 5.53456 6.03190 -5.10467 -0.13
H 6.99299 5.97550 -6.54890 0.08
H 7.41423 5.18124 -5.01320 0.08
H 6.26422 4.40299 -6.14104 0.07
H 5.22134 5.46187 -4.39266 0.08
C 4.01820 5.76359 -8.66735 -0.16
O 3.65477 4.99376 -7.53113 -0.14
H 3.56980 5.31329 -9.55183 0.08
H 3.64966 6.78697 -8.55752 0.08
H 5.10608 5.77216 -8.77923 0.07
H 4.06373 5.41281 -6.76046 0.04
```

Computed properties:
F_max in eV/A: 3.30
Frontier orbital gap in eV: 9.673
E in eV: -65779.5888



# 3
C8H8ClFO2 | the ωB97M-V functional and the def2-TZVPD basis

```
20
Properties=species:S:1:pos:R:3:lowdin_charge:R:1
C 1.43229 0.95722 -3.18745 -0.10
O 0.70313 -0.08680 -2.52666 -0.11
C -0.37628 0.37946 -1.92476 -0.74
Cl -1.11296 1.82875 -2.30441 0.84
C -0.79006 -0.37076 -0.79504 -0.11
C -1.92424 -0.11834 -0.03442 -0.13
C -1.90250 -0.19080 1.32087 -0.07
C -0.78814 -0.20483 2.14909 -0.29
F -0.94691 0.47792 3.29823 0.07
C 0.36033 -1.02066 2.06797 0.03
C 1.53640 -0.90990 2.97942 -0.31
O 2.36622 -1.75251 3.08033 0.04
H 2.39969 0.44182 -3.52356 0.13
H 1.61461 1.78890 -2.50911 0.08
H 0.85517 1.40490 -4.00945 0.07
H -0.19611 -1.12190 -0.31302 0.09
H -2.95941 0.04157 -0.55046 0.15
H -2.77139 -0.04835 1.98445 0.13
H 0.70568 -1.56166 1.21160 0.09
H 1.79447 0.06598 3.58638 0.14
```

Computed properties:
F_max in eV/A: 6.35
Frontier orbital gap in eV: 7.770
E in eV: -27756.6061



# 4
C5H7Cl2N5O | the ωB97M-V functional and the def2-TZVPD basis

```
20
Properties=species:S:1:pos:R:3:lowdin_charge:R:1
C 0.39128 -0.63693 2.01295 -0.02
C -1.85776 -0.05553 1.36597 -0.08
C -2.00080 1.26200 -0.57328 -0.70
C 0.37492 -1.11770 -0.42713 -0.51
C 0.20694 0.29459 -0.94325 -0.27
N -0.78815 -0.13826 1.93622 0.20
N -0.77832 1.10292 -0.97336 0.13
N 0.97003 -1.14202 0.89632 -0.13
N -2.51973 0.76911 0.61526 0.11
N 1.45038 0.85360 -1.54546 0.28
O 2.35330 -1.11774 0.84272 0.06
Cl -3.10570 2.07386 -1.58916 0.87
Cl -1.21239 -1.99631 -0.45095 0.82
H 0.96534 -0.56375 2.92602 0.18
H 1.06429 -1.67571 -1.07249 0.14
H -3.50057 0.97890 0.80491 0.18
H 1.27979 1.84684 -1.78315 0.20
H 1.69831 0.35780 -2.41808 0.20
H 2.26985 0.80238 -0.91360 0.18
H 2.73899 -1.89803 1.28956 0.17
```

Computed properties:
Energy above the lowest of the compared OMol25 structures with the same formula, charge and spin in kJ/mol: 218.31
F_max in eV/A: 1.55
Frontier orbital gap (spin up / spin down) in eV: 6.654 / 7.169
Net charge: +2
E in eV: -39818.7450



# 5
C2H5N2O2 | the ωB97M-V functional and the def2-TZVPD basis

```
11
Properties=species:S:1:pos:R:3:lowdin_charge:R:1
O 1.41678 1.46156 0.35133 0.11
N 0.46298 0.47395 0.25021 -0.06
C -0.80045 0.63258 0.54126 0.03
N -1.49228 -0.43584 0.08969 0.11
O -0.57006 -1.47269 -0.19871 0.00
C 0.49982 -0.78254 -0.66951 -0.08
H 2.33054 1.20723 0.24305 0.14
H -1.40064 1.36982 1.13265 0.21
H -2.35608 -0.73711 0.48405 0.17
H 0.39397 -0.42014 -1.82062 0.20
H 1.51542 -1.29682 -0.40339 0.19
```

Computed properties:
Energy above the lowest of the compared OMol25 structures with the same formula, charge and spin in kJ/mol: 350.40
F_max in eV/A: 3.97
Frontier orbital gap in eV: 10.361
Net charge: +1
E in eV: -9218.5057



# 6
C7H10 | the ωB97M-V functional and the def2-TZVPD basis

```
17
Properties=species:S:1:pos:R:3:lowdin_charge:R:1
C -1.20760 -2.66206 -0.48514 0.01
C -1.02314 -1.65209 0.34118 -0.16
C -0.97144 -0.19828 0.03451 -0.33
C -1.73627 0.32903 -0.91764 0.05
C 0.16414 0.48103 0.69182 -0.09
C 0.99402 1.26852 -0.01066 -0.14
C 2.21815 1.86218 0.60251 -0.10
H -0.98614 -3.68452 -0.21967 0.05
H -1.54222 -2.45349 -1.49536 0.06
H -0.82231 -1.90184 1.38409 0.10
H -2.34379 -0.25156 -1.59592 0.06
H -1.67166 1.39497 -1.11385 0.06
H 0.58734 -0.06333 1.53478 0.11
H 0.72427 1.43049 -1.04764 0.10
H 2.56703 1.25903 1.43885 0.07
H 2.01966 2.86885 0.97402 0.08
H 3.02995 1.97306 -0.11589 0.07
```

Computed properties:
Energy above the lowest of the compared OMol25 structures with the same formula, charge and spin in kJ/mol: 203.14
F_max in eV/A: 1.40
Frontier orbital gap in eV: 9.254
E in eV: -7418.9294